Entry 1:
This record from the OMol25 dataset describes a cluster of 3 separate species, C18H27F16N2O3 in total. The level of theory is ωB97M-V/def2-TZVPD.

CARTESIAN COORDINATES (ANGSTROEM)
1 O 4.356 -3.515 0.317
2 C 4.311 -2.650 -0.818
3 C 2.923 -2.029 -0.891
4 C 1.899 -2.990 -1.499
5 C 0.473 -2.472 -1.377
6 C -0.588 -3.423 -1.930
7 C -2.007 -2.862 -1.691
8 N -2.495 -3.369 -0.369
9 C -2.716 -4.867 -0.385
10 C -1.716 -5.484 -1.378
11 N -0.446 -4.772 -1.356
12 H 4.826 -4.312 0.089
13 H 4.503 -3.219 -1.736
14 H 5.079 -1.878 -0.735
15 H 2.613 -1.767 0.126
16 H 2.966 -1.107 -1.480
17 H 2.148 -3.146 -2.556
18 H 2.017 -3.961 -1.009
19 H 0.251 -2.213 -0.330
20 H 0.389 -1.544 -1.955
21 H -0.443 -3.504 -3.012
22 H -1.985 -1.773 -1.654
23 H -2.718 -3.203 -2.444
24 H -1.785 -3.153 0.332
25 H -3.338 -2.869 -0.091
26 H -2.505 -5.226 0.623
27 H -3.755 -5.073 -0.638
28 H -2.111 -5.454 -2.395
29 H -1.564 -6.534 -1.122
30 H -0.100 -4.702 -0.402
31 C -1.977 4.002 -1.199
32 C -0.863 3.717 -2.215
33 C -1.200 2.861 -3.443
34 F -1.569 1.612 -3.069
35 F -0.098 2.754 -4.209
36 F 0.214 3.197 -1.584
37 F -0.510 4.928 -2.725
38 O -1.988 3.184 -0.038
39 C -2.658 2.007 0.037
40 C -1.690 0.860 0.368
41 F -0.748 0.730 -0.583
42 F -2.395 -0.314 0.391
43 F -3.377 1.734 -1.064
44 F -3.520 2.068 1.075
45 H -1.753 4.996 -0.817
46 H -2.957 4.048 -1.674
47 H -2.003 3.317 -4.026
48 H -1.217 1.020 1.339
49 C 0.835 3.224 1.709
50 C 0.224 4.368 2.534
51 C 1.177 5.354 3.216
52 F 1.930 4.720 4.133
53 F 0.440 6.295 3.841
54 F -0.656 3.878 3.428
55 F -0.480 5.107 1.621
56 O 0.891 1.947 2.323
57 C 1.981 1.528 3.038
58 C 1.614 1.206 4.494
59 F 1.123 2.301 5.101
60 F 2.728 0.812 5.141
61 F 2.995 2.396 2.969
62 F 2.400 0.364 2.483
63 H 0.136 3.092 0.886
64 H 1.793 3.513 1.275
65 H 1.824 5.838 2.481
66 H 0.870 0.407 4.524

Results
HOMO-LUMO gap = 9.497 eV
M = 623.39 g/mol
HOMO level = -0.4581 hartree
charge = +1
F_max = 0.553 eV/A

***

Entry 2:
This record from the OMol25 dataset describes an isolated molecule of C4H5NO2. The level of theory is ωB97M-V/def2-TZVPD.

CARTESIAN COORDINATES (ANGSTROEM)
1 C 1.774 0.084 1.246
2 O 1.289 0.442 -0.054
3 C 0.073 -0.029 -0.407
4 C -1.046 0.759 -0.883
5 C -1.997 -0.190 -1.087
6 O -1.511 -1.413 -0.771
7 N -0.210 -1.303 -0.352
8 H 1.008 0.286 2.002
9 H 2.079 -0.966 1.312
10 H 2.642 0.722 1.433
11 H -1.073 1.838 -1.016
12 H -3.029 -0.231 -1.424

Results
HOMO-LUMO gap = 10.900 eV
M = 99.09 g/mol
ΔE to the lowest compared entry with this formula, charge and spin = 55.69 kcal/mol
SMILES = COc1ccon1
HOMO level = -0.3641 hartree
charge = 0
F_max = 0.516 eV/A

***

Entry 3:
This record from the OMol25 dataset describes a cluster of 5 separate species, H8IO4 in total at a distorted geometry. The level of theory is ωB97M-V/def2-TZVPD.

CARTESIAN COORDINATES (ANGSTROEM)
1 I -0.429 1.020 0.000
2 O -2.509 -0.798 -2.403
3 H -1.795 -0.695 -1.810
4 H -3.144 -0.721 -1.674
5 O 2.545 1.939 -1.739
6 H 3.073 1.409 -1.229
7 H 1.811 1.871 -1.076
8 O -0.889 0.797 3.540
9 H -0.633 -0.183 3.652
10 H -0.915 1.025 2.587
11 O 1.262 -2.056 0.348
12 H 0.783 -1.293 0.329
13 H 0.840 -2.315 -0.525

Results
HOMO-LUMO gap = 8.425 eV
M = 198.96 g/mol
ΔE to the lowest compared entry with this formula, charge and spin = 23.65 kcal/mol
HOMO level = -0.1806 hartree
charge = -1
F_max = 5.029 eV/A

***

Entry 4:
This record from the OMol25 dataset describes a cluster of 2 separate species, C4O3 in total at a distorted geometry. The level of theory is ωB97M-V/def2-TZVPD.

CARTESIAN COORDINATES (ANGSTROEM)
1 C -0.542 -0.588 -0.020
2 C 0.057 -1.720 -0.149
3 C 1.548 2.361 -0.102
4 C -1.557 0.190 0.106
5 O 2.373 1.615 -0.021
6 O -2.432 0.888 0.472
7 O 0.554 -2.746 -0.287

Results
HOMO-LUMO gap = 10.495 eV
M = 96.04 g/mol
ΔE to the lowest compared entry with this formula, charge and spin = 0.00 kcal/mol
HOMO level = -0.3840 hartree
charge = 0
F_max = 2.398 eV/A

***

Entry 5:
This record from the OMol25 dataset describes a structure of composition C6H8InO6 at a distorted geometry. The level of theory is ωB97M-V/def2-TZVPD.

CARTESIAN COORDINATES (ANGSTROEM)
1 O 2.267 0.845 0.587
2 C -0.030 -1.550 0.391
3 C 2.817 -0.002 -0.340
4 O -0.457 -2.468 1.057
5 O 1.088 -1.742 -0.284
6 C 1.816 -0.831 -1.132
7 H 3.511 -0.714 0.157
8 H 3.426 0.523 -1.109
9 H 2.345 -1.484 -1.838
10 H 1.116 -0.219 -1.706
11 H -1.912 2.451 -1.502
12 O -0.538 0.435 1.513
13 O -0.474 1.107 -0.802
14 C -1.728 1.373 -1.372
15 C -2.713 0.773 -0.378
16 O -2.060 -0.424 0.043
17 C -0.759 -0.180 0.407
18 H -1.795 0.847 -2.340
19 H -3.662 0.484 -0.841
20 H -2.874 1.441 0.481
21 In 0.704 1.918 0.722

Results
HOMO-LUMO gap (spin up / spin down) = 8.992 / 7.931 eV
M = 290.94 g/mol
multiplicity = 2
ΔE to the lowest compared entry with this formula, charge and spin = 0.00 kcal/mol
HOMO level (spin up / spin down) = -0.3214 / -0.3663 hartree
charge = 0
F_max = 2.776 eV/A
expectation value of S² = 0.752

***

Entry 6:
This record from the OMol25 dataset describes an isolated molecule of C6H9N. The level of theory is ωB97M-V/def2-TZVPD.

CARTESIAN COORDINATES (ANGSTROEM)
1 C 0.330 0.419 3.519
2 C -0.056 0.356 2.109
3 C -0.376 0.323 0.947
4 C -0.741 0.427 -0.470
5 C 0.271 -0.199 -1.425
6 C -0.131 -1.112 -2.521
7 N 0.206 0.281 -2.801
8 H 1.182 -0.235 3.730
9 H -0.497 0.111 4.164
10 H 0.611 1.439 3.797
11 H -0.847 1.484 -0.734
12 H -1.725 -0.023 -0.625
13 H 1.259 -0.368 -0.996
14 H -1.181 -1.365 -2.655
15 H 0.560 -1.894 -2.833
16 H 1.135 0.356 -3.206

Results
HOMO-LUMO gap = 10.432 eV
M = 95.14 g/mol
ΔE to the lowest compared entry with this formula, charge and spin = 66.98 kcal/mol
SMILES = CC#CC[C@H]1CN1
HOMO level = -0.3444 hartree
charge = 0
F_max = 0.577 eV/A

***

Entry 7:
This record from the OMol25 dataset describes a cluster of 2 separate species, C2H5FIN in total at a distorted geometry. The level of theory is ωB97M-V/def2-TZVPD.

CARTESIAN COORDINATES (ANGSTROEM)
1 C -1.340 0.762 0.212
2 C -0.657 -0.454 -0.242
3 N 0.187 -1.028 0.512
4 F 0.782 -2.187 0.053
5 I 3.907 0.451 0.060
6 H -2.309 0.926 -0.384
7 H -1.386 0.614 1.228
8 H -0.610 1.533 -0.088
9 H -0.921 -0.910 -1.212
10 H 2.347 0.292 -0.140

Results
HOMO-LUMO gap (spin up / spin down) = 5.426 / 6.756 eV
M = 188.97 g/mol
multiplicity = 3
ΔE to the lowest compared entry with this formula, charge and spin = 84.10 kcal/mol
HOMO level (spin up / spin down) = -0.1671 / -0.3902 hartree
charge = 0
F_max = 6.123 eV/A
expectation value of S² = 2.005

***

Entry 8:
This record from the OMol25 dataset describes a cluster of 5 separate species, CH12O4S2 in total at a distorted geometry. The level of theory is ωB97M-V/def2-TZVPD.

CARTESIAN COORDINATES (ANGSTROEM)
1 C 1.027 -0.254 -2.010
2 S -0.110 0.051 -3.334
3 S -1.990 0.035 -2.745
4 H 1.815 0.510 -2.081
5 H 1.584 -1.195 -2.020
6 H 0.651 -0.043 -1.021
7 H -2.362 1.200 -2.207
8 O 1.356 1.380 1.714
9 H 1.924 1.538 2.467
10 H 1.354 0.401 1.672
11 O 1.145 -1.344 1.984
12 H 0.547 -1.579 1.251
13 H 0.716 -1.542 2.836
14 O -1.255 -1.397 0.812
15 H -1.749 -1.892 0.127
16 H -1.137 -0.501 0.445
17 O -1.188 1.371 0.398
18 H -0.373 1.728 0.763
19 H -1.957 1.533 0.948

Results
HOMO-LUMO gap = 9.354 eV
M = 152.24 g/mol
ΔE to the lowest compared entry with this formula, charge and spin = 10.49 kcal/mol
SMILES = CSS.O.O.O.O
HOMO level = -0.3269 hartree
charge = 0
F_max = 2.190 eV/A